[1]
Density functional theory data (ωB97M-V/def2-TZVPD) for a structure of composition C19H15AsBF4N3O8OsS at a distorted geometry.

F_max: 1.892 eV/Å
Multiplicity: 5
Expectation value of S²: 6.01
Relative energy (zero: lowest compared OMol25 entry of this formula, charge and spin): 0.0 kJ/mol
HOMO level (spin up / spin down): -8.434 / -8.426 eV

Each line ends with the Löwdin spin population.
Cartesian coordinates (Å):
Os  0.47334  -1.13498  -0.33888  3.06
O  -0.47643  -3.03969  3.94438  0.00
C  -1.76272  -2.66739  3.85733  0.00
C  -2.67008  -3.29175  4.71382  0.00
C  -4.01406  -2.99673  4.63964  0.00
C  -4.49075  -2.05904  3.72501  0.00
C  -3.60308  -1.39827  2.90666  0.00
C  -2.23475  -1.68131  2.96375  0.01
C  -1.32070  -1.01395  2.04279  0.02
O  -0.15981  -1.51401  1.78954  0.11
N  -1.71114  0.13904  1.50507  0.01
N  -0.93971  0.53418  0.52913  0.10
C  -0.91310  1.69603  0.00089  0.03
C  -0.08356  1.87600  -1.17444  0.01
C  -0.05960  3.05859  -1.90282  0.01
C  0.78889  3.15776  -2.99161  0.00
C  1.59448  2.08059  -3.32972  0.01
C  1.49473  0.92094  -2.58129  0.01
N  0.67203  0.83160  -1.54057  0.10
H  0.02345  -2.63058  3.22277  0.00
H  -2.27994  -4.02733  5.40493  0.00
H  -4.70732  -3.51342  5.29091  0.00
H  -5.55060  -1.85842  3.65218  0.00
H  -3.94964  -0.67017  2.18690  0.00
H  -1.48990  2.52131  0.40547  0.00
H  -0.70219  3.87659  -1.60773  0.00
H  0.82574  4.06692  -3.57660  0.00
H  2.28699  2.13168  -4.15673  0.00
H  2.07552  0.03890  -2.81635  0.00
O  -1.56457  -3.95987  0.75400  0.01
As  -2.00168  -3.23861  -0.76846  0.02
O  -3.60360  -3.09543  -0.77805  0.00
O  -1.23420  -1.68250  -0.94583  0.17
C  -1.32018  -4.34950  -2.20891  0.01
C  -2.27808  -5.09572  -2.88043  0.00
C  -1.88729  -5.93903  -3.90947  0.00
C  -0.54982  -6.03647  -4.26664  0.00
C  0.40706  -5.28787  -3.60066  0.00
C  0.01873  -4.44010  -2.57462  0.00
S  1.29699  -3.47876  -1.78447  0.01
O  2.53986  -4.12709  -2.04236  0.02
O  1.18564  -2.09742  -2.31709  0.08
O  0.90960  -3.39664  -0.34434  0.07
H  -0.59977  -4.01530  0.83468  0.00
H  -3.31462  -4.99396  -2.58423  0.00
H  -2.62935  -6.52792  -4.43203  0.00
H  -0.25056  -6.69740  -5.06878  0.00
H  1.45821  -5.35350  -3.84730  0.00
F  2.23622  -0.61721  0.31347  0.12
B  3.67614  0.55223  0.14580  0.00
F  4.34098  0.21331  1.24689  0.00
F  2.96205  1.69674  0.15411  0.00
F  4.12781  0.12926  -1.04443  0.00

=====

[2]
Density functional theory data (ωB97M-V/def2-TZVPD) for a structure of composition C38H33BF6O3S at a distorted geometry.

F_max: 5.145 eV/Å
Multiplicity: 1
Relative energy (zero: lowest compared OMol25 entry of this formula, charge and spin): 349.3 kJ/mol
HOMO level: -4.385 eV

Each line ends with the Löwdin charge.
Cartesian coordinates (Å):
C  4.34116  -2.51334  0.38613  -0.16
C  3.01630  -2.01070  -0.01366  -0.67
C  2.75639  -1.44837  -1.27205  -0.18
C  1.48648  -0.93256  -1.40424  -0.20
C  0.53356  -1.28450  -0.31603  -0.49
B  0.81122  3.63042  1.49102  -0.47
C  -0.13473  -2.66486  -0.87727  -0.13
C  -0.42770  -3.68938  0.00966  0.02
C  -1.38399  -4.65157  -0.32779  -0.09
C  -2.03002  -5.54911  0.68133  -0.51
F  -1.76900  -6.88149  0.54241  0.13
F  -1.65859  -5.20185  1.94348  0.11
F  -3.40793  -5.42559  0.65403  0.10
C  -1.89393  -4.74362  -1.61261  0.05
C  -1.42430  -3.83199  -2.54447  -0.10
C  -2.01785  -3.91805  -3.91165  -0.50
F  -2.53220  -2.69256  -4.28180  0.10
F  -1.10973  -4.31869  -4.85376  0.12
F  -3.06906  -4.79205  -3.99557  0.11
C  -0.47531  -2.85481  -2.21025  0.06
O  1.60657  3.05067  2.40038  0.12
C  2.80093  2.26695  1.88198  -0.01
C  3.38858  2.98844  0.68162  -0.55
C  4.09385  4.25715  1.16549  -0.03
C  4.44609  2.11267  0.02070  -0.02
C  2.35802  3.38516  -0.38606  -0.04
O  1.12874  3.97027  0.23153  0.11
S  1.69528  -1.82761  1.06514  0.99
H  4.99189  -2.54968  -0.49740  0.08
H  4.79879  -1.85594  1.14161  0.06
H  4.23614  -3.51513  0.82152  0.06
H  3.49500  -1.39360  -2.06248  0.11
H  1.09233  -0.50442  -2.32822  0.08
H  0.01948  -3.67515  1.00098  0.08
H  -2.66316  -5.46113  -1.86954  0.14
H  -0.02271  -2.22566  -2.98190  0.14
H  3.56503  2.25937  2.66573  0.14
H  2.47812  1.24267  1.65150  0.12
H  4.46829  4.85116  0.31204  0.10
H  3.40601  4.86801  1.77537  0.10
H  4.95687  3.92202  1.77172  0.10
H  4.90997  2.64329  -0.83344  0.11
H  5.19583  1.90300  0.80033  0.10
H  3.95623  1.18806  -0.30967  0.09
H  2.78806  4.16629  -1.04081  0.14
H  2.03241  2.51006  -0.98932  0.12
C  -0.97134  5.57245  3.20680  0.00
O  -1.13995  4.18452  3.66320  -0.05
C  -1.21909  3.13207  2.82290  -0.26
C  -1.00932  1.82646  3.29004  0.03
C  -0.53660  0.85150  2.41978  0.01
C  -0.61622  0.95729  1.01052  -0.04
C  -0.50364  -0.31455  0.00185  -0.20
C  -0.92132  0.27342  -1.38077  -0.14
C  -2.16259  -0.26543  -1.68278  -0.12
C  -2.79079  0.04498  -2.88776  -0.01
C  -2.36559  1.17813  -3.57924  -0.07
C  -1.23732  1.87460  -3.15237  -0.07
C  -0.46701  1.39067  -2.08456  -0.05
C  -2.65056  -1.11090  -0.57794  -0.11
C  -1.72599  -1.14245  0.46484  -0.12
C  -2.03379  -1.72648  1.68177  -0.02
C  -3.25808  -2.39413  1.77254  -0.07
C  -4.10980  -2.50873  0.67322  -0.08
C  -3.77973  -1.89753  -0.52450  -0.01
C  -1.18855  2.15133  0.58756  0.01
C  -1.24460  3.30914  1.39838  -0.03
H  -0.51198  6.10318  4.05228  0.11
H  -0.31852  5.65707  2.32323  0.09
H  -1.96011  5.99867  2.98742  0.11
H  -1.15983  1.66863  4.35341  0.13
H  -0.17447  -0.05418  2.89359  0.11
H  -3.56828  -0.62118  -3.27254  0.11
H  -2.94235  1.54918  -4.44826  0.11
H  -0.90030  2.78742  -3.63693  0.10
H  0.39913  1.91265  -1.71816  0.09
H  -1.35796  -1.66661  2.54244  0.12
H  -3.53661  -2.82569  2.72905  0.11
H  -5.03551  -3.08600  0.74444  0.11
H  -4.35848  -2.01475  -1.44051  0.12
H  -1.67819  2.24860  -0.39018  0.14
H  -1.79808  4.15443  0.98151  0.15